Entry 1:
The following is a DFT calculation (ωB97M-V/def2-TZVPD) of a molecular structure, C18H29F2MnN8S2 at a distorted geometry.

Its expectation value of S² is 6.2940. The energy relative to the best compared isomer or geometry (same formula, charge and spin) is 0.0 kJ/mol. Its total charge is +2. The highest occupied orbital energy (alpha / beta) comes out at -12.797 / -12.802 eV. For the total energy, the calculation gives -3287.95264 a.u. As for the lowest unoccupied orbital energy (alpha / beta): -6.4 / -5.8 eV. As for the spin multiplicity: 5.

CARTESIAN COORDINATES (ANGSTROEM)
Mn  7.51598  12.55166  8.90474
S  8.26990  15.84957  8.01295
S  7.98402  13.07652  11.10274
F  8.90167  12.83774  6.91035
F  10.17876  11.51940  8.07080
N  8.12474  7.67829  10.58186
N  7.86143  17.82281  9.83482
N  9.49080  18.19782  8.43010
N  6.07164  12.02166  7.37189
N  6.81024  15.06818  12.37375
N  5.81875  13.78672  9.27250
N  5.84868  14.61027  10.32958
N  7.97799  10.01728  9.57423
C  5.18318  14.11268  8.20372
C  6.75054  14.33838  11.22299
C  8.20130  19.22893  10.07021
C  5.07436  10.93974  5.50049
C  6.65006  9.60060  10.03867
C  5.96883  10.98940  6.54294
C  4.45978  15.39486  7.95293
C  8.87308  10.02664  10.74491
C  6.74683  8.26739  10.81713
C  9.16104  8.57554  11.18694
C  4.32808  13.10082  6.12411
C  9.41801  12.63408  8.14437
C  8.53941  17.30059  8.77334
C  9.55204  19.33562  9.33463
C  8.48864  9.05217  8.57892
C  8.37272  7.60843  9.09298
C  4.26246  12.02030  5.26641
C  5.21130  13.04527  7.17522
H  7.57552  15.00150  13.01965
H  6.02987  7.52116  10.48210
H  6.64695  10.15379  6.70468
H  8.39266  10.58752  11.53074
H  3.38958  15.22633  7.95732
H  9.65280  20.25466  8.77168
H  3.58843  12.03062  4.41741
H  4.69767  15.78760  6.95830
H  7.94431  9.14358  7.64715
H  6.15009  15.82641  12.48147
H  7.00597  17.38117  10.14884
H  5.97128  9.49650  9.19167
H  10.00932  13.49839  8.49619
H  8.25601  19.41628  11.13493
H  10.12417  8.21551  10.82145
H  7.43591  19.87678  9.60250
H  5.04086  10.07727  4.84313
H  6.64634  8.41367  11.88757
H  10.39847  19.22639  10.02012
H  10.12789  17.99794  7.68337
H  6.21743  10.36209  10.67598
H  9.54600  9.28880  8.37585
H  4.68082  16.13248  8.68819
H  9.28406  7.02564  8.93271
H  9.82930  10.51171  10.46984
H  7.50896  7.07492  8.68465
H  8.15003  6.72429  10.95720
H  9.10708  8.46364  12.26055
H  3.70395  13.95606  5.96351

Forces on the atoms, in the same order (eV/Å):
-0.3 0.0 0.2
-0.1 -0.7 -0.4
0.0 0.1 -0.2
-0.2 0.3 -0.5
0.0 -0.1 0.3
-0.4 0.4 -0.5
0.1 -0.6 -0.4
-0.8 -0.6 0.1
-0.2 0.2 -0.1
-0.6 -0.1 -0.9
0.6 -0.4 -0.2
-0.4 0.9 0.8
-0.2 0.2 -0.2
0.3 0.1 0.1
0.4 0.2 0.6
-0.4 -0.1 -0.6
0.0 -0.6 -0.5
-0.2 -0.5 -0.2
0.5 -0.5 0.1
0.0 -0.5 -0.6
0.7 -0.3 -0.6
0.2 -0.2 0.0
0.2 -0.2 0.0
0.1 -0.4 -0.3
0.5 0.3 0.4
0.2 1.3 0.8
0.1 -0.1 0.2
0.7 0.1 0.1
-0.3 -0.3 0.3
-0.3 0.3 -0.4
0.0 0.6 0.5
0.1 -0.1 -0.1
-0.1 0.1 0.0
-0.1 0.3 -0.1
0.0 0.1 0.2
-0.4 -0.1 0.1
0.0 0.2 0.1
0.0 0.0 0.1
0.2 -0.1 0.2
0.0 0.0 -0.1
0.1 -0.2 0.1
0.3 0.2 -0.2
0.1 0.0 -0.1
-0.2 -0.3 -0.3
0.1 0.2 0.1
0.0 0.0 0.2
0.4 -0.1 0.3
0.1 0.1 0.2
0.0 -0.1 0.1
-0.1 0.1 0.0
0.2 0.0 0.0
0.1 0.2 0.2
-0.5 0.0 0.1
0.3 0.4 0.6
-0.2 0.1 0.0
-0.5 -0.1 0.2
0.2 0.0 -0.1
0.2 0.4 0.1
0.1 0.0 0.3
-0.2 0.2 0.1



Entry 2:
The following is a DFT calculation (ωB97M-V/def2-TZVPD) of a molecular structure, C18H29F3NO5P2RhS at a distorted geometry.

Its expectation value of S² is 6.0279. The energy relative to the best compared isomer or geometry (same formula, charge and spin) is 0.0 kJ/mol. Its total charge is 0. The highest occupied orbital energy (alpha / beta) comes out at -4.576 / -8.878 eV. For the total energy, the calculation gives -2625.06346 a.u. As for the lowest unoccupied orbital energy (alpha / beta): 0.5 / -2.8 eV. As for the spin multiplicity: 5.

CARTESIAN COORDINATES (ANGSTROEM)
Rh  -0.23969  -0.01344  0.01583
S  0.74992  1.75057  2.57510
P  -0.48388  -1.85408  1.32585
P  0.45668  1.41689  -1.59036
F  -0.94648  2.95358  4.23110
F  -0.64414  3.97648  2.31218
F  0.91315  4.08465  3.86992
O  -0.46690  1.16440  1.91192
O  2.05786  -1.02369  -3.50794
O  1.74085  2.24366  1.63709
O  1.21585  0.94621  3.69013
O  1.01193  -2.73132  -2.08719
N  1.80799  -0.43787  0.21504
C  -2.29560  0.32609  -0.30207
C  1.20424  -1.98134  2.03995
C  -0.76873  -3.39842  0.45267
C  2.15985  0.84619  -1.82353
C  4.51815  -0.92958  0.51055
C  4.06410  -0.04094  -0.45438
C  -2.87681  1.46387  0.24134
C  -0.01784  3.28473  3.30521
C  -5.04363  0.72404  -0.56589
C  -0.34505  1.31177  -3.20003
C  2.68633  0.13395  -0.64513
C  2.22352  -1.31719  1.13914
C  0.27870  3.13812  -1.05061
C  -1.65134  -1.66127  2.66881
C  3.58500  -1.58433  1.30677
C  -4.26033  1.66387  0.11074
C  -4.43864  -0.40630  -1.12216
C  -3.05674  -0.60311  -1.00159
H  -2.25939  2.18200  0.77750
H  -1.64552  -2.56015  3.29780
H  0.59473  -3.38913  -2.66757
H  -0.03465  0.37829  -3.68230
H  4.73214  0.49969  -1.12425
H  -0.02741  2.16945  -3.80615
H  0.15911  -1.03502  -1.48924
H  2.82737  1.63703  -2.17188
H  3.86591  -2.31111  2.06949
H  -0.11635  -3.43207  -0.43746
H  -5.03252  -1.14950  -1.65481
H  -1.37793  -0.77184  3.24836
H  -4.71490  2.55361  0.55184
H  -1.43356  1.33553  -3.06519
H  2.89092  -1.11975  -3.99013
H  -1.82157  -3.42722  0.14412
H  1.44545  -3.04393  2.18297
H  -0.50004  -1.33196  -0.94102
H  1.56715  -2.05182  -2.74774
H  -0.77348  3.32975  -0.80004
H  -2.64568  -1.51258  2.23207
H  0.57543  3.81603  -1.86166
H  -0.54871  -4.23111  1.13200
H  1.19358  -1.48117  3.02112
H  2.15756  -0.10498  -2.79749
H  5.58288  -1.12116  0.63040
H  -6.11966  0.87087  -0.66212
H  0.88266  3.32168  -0.15372
H  -2.56185  -1.46560  -1.44335

Forces on the atoms, in the same order (eV/Å):
-2.4 1.7 0.6
-0.2 -0.6 0.0
1.3 -0.5 0.3
0.4 -0.3 -0.5
0.7 0.4 -0.6
0.5 -0.3 0.8
-0.8 -0.6 -0.4
1.0 0.9 1.0
0.5 1.2 -0.4
-0.5 -0.1 0.5
-0.3 0.6 -0.7
0.9 0.0 -1.3
-1.9 0.6 -0.4
2.0 -0.1 0.3
0.0 0.0 -0.1
-0.2 -0.3 0.1
0.7 1.5 2.9
1.6 -1.4 1.6
-1.0 1.3 -1.7
-1.0 0.2 0.0
-0.1 0.1 0.0
0.2 0.0 0.1
-0.1 0.2 -0.2
0.8 1.0 -1.4
0.6 -1.2 1.2
0.2 0.4 0.0
-0.4 -0.1 0.3
-0.1 0.2 -0.3
0.3 0.0 0.0
0.3 -0.3 -0.1
-0.9 0.3 0.0
-0.2 -0.1 0.0
0.0 0.2 0.0
0.3 0.3 0.2
-0.2 0.2 0.1
-0.1 -0.2 0.2
-0.1 -0.2 0.0
-1.6 -1.0 0.6
0.2 -0.3 -0.3
0.1 0.2 -0.2
-0.2 0.1 0.4
0.0 0.2 0.1
0.0 -0.2 -0.2
0.0 -0.3 -0.2
0.3 0.0 -0.1
-0.1 0.0 0.2
0.2 -0.1 0.0
0.0 0.2 0.1
0.8 -0.2 -2.2
-1.1 -1.5 1.2
0.2 -0.2 -0.1
0.1 0.0 0.2
0.0 -0.1 0.1
-0.1 0.0 -0.2
-0.1 -0.1 -0.1
-0.1 -1.6 -1.2
-0.3 0.1 0.0
0.3 0.0 0.0
-0.1 -0.1 -0.2
-0.3 0.0 0.0



Entry 3:
The following is a DFT calculation (ωB97M-V/def2-TZVPD) of 2 unconnected molecules or ions with the total composition C18H29N2 at a distorted geometry.

The energy relative to the best compared isomer or geometry (same formula, charge and spin) is 107.5 kJ/mol. Its total charge is +1. The highest occupied orbital energy comes out at -10.805 eV. For the total energy, the calculation gives -812.50778 a.u. As for the lowest unoccupied orbital energy: -4.7 eV.

CARTESIAN COORDINATES (ANGSTROEM)
N  -0.84948  -0.43346  -2.17677
N  1.37965  0.97671  1.06818
C  1.93824  0.92494  2.46498
C  -3.05325  -1.62301  -2.77676
C  -3.83241  -0.34153  -2.48369
C  0.83119  -1.40147  0.93330
C  -1.65289  -1.65950  -2.10268
C  -1.57133  0.85410  -2.16743
C  1.84443  2.19692  0.39507
C  1.53383  2.13845  3.28456
C  0.66894  -3.66712  2.62468
C  0.31388  -0.50060  -3.01739
C  1.36680  -3.74796  1.41172
C  1.44836  -2.63214  0.57212
C  1.47131  3.46880  1.14573
C  0.07457  -1.39332  2.12980
C  -2.98550  0.88800  -2.80155
C  -0.01563  -2.50471  2.94837
C  1.16656  -0.13158  0.30703
C  1.86206  3.45978  2.60456
H  -3.54093  1.77424  -2.46316
H  0.14050  -1.02488  -3.98788
H  2.07239  -2.66633  -0.32759
H  -2.85838  0.98946  -3.89372
H  -1.73279  -1.96788  -1.03420
H  0.40552  3.64652  1.02545
H  1.96686  4.30810  0.66067
H  -3.66817  -2.47369  -2.45183
H  3.04023  0.93168  2.39267
H  -4.14009  -0.32260  -1.42921
H  0.46691  2.05336  3.49918
H  1.81834  -4.69449  1.10834
H  1.66181  0.02033  3.00636
H  1.34500  4.25421  3.13622
H  1.12999  -1.06113  -2.49908
H  -2.90569  -1.73165  -3.86455
H  -4.74921  -0.32395  -3.07938
H  2.92440  3.68424  2.72908
H  -1.00347  1.59530  -2.76076
H  -1.10973  -2.46668  -2.63390
H  -0.64671  -2.46384  3.84089
H  1.47013  2.21100  -0.63025
H  1.66565  -0.14016  -0.67408
H  -0.35508  -0.44450  2.44289
H  2.04182  2.07693  4.25538
H  2.94678  2.15894  0.35496
H  -1.59781  1.22430  -1.11712
H  0.67566  0.52399  -3.23252
H  0.59670  -4.54211  3.26333

Forces on the atoms, in the same order (eV/Å):
-0.6 0.5 -0.1
0.4 -2.1 -1.3
0.0 0.1 0.7
0.2 0.2 0.0
0.3 -0.1 0.0
0.0 -0.5 0.9
-0.2 -0.6 0.1
-0.2 0.5 0.1
0.7 0.4 -0.3
-0.3 -0.2 0.2
-0.1 -0.3 -0.8
0.5 -0.2 -0.5
-0.2 0.3 -0.1
0.1 0.5 -0.2
-0.4 0.1 -0.4
0.2 0.3 -0.2
0.0 -0.2 -0.1
-0.4 0.3 0.2
1.8 0.7 2.1
0.1 -0.1 0.5
0.4 0.0 -0.1
0.1 0.4 0.5
-0.3 -0.1 0.2
-0.1 -0.2 0.3
-0.1 0.1 -0.5
-0.2 0.0 0.1
0.0 0.0 -0.2
0.4 0.0 0.0
-0.3 -0.1 -0.5
0.1 0.0 -0.1
-0.1 0.2 0.0
0.0 0.4 0.1
0.0 0.1 -0.5
-0.1 0.2 0.0
-0.3 0.2 -0.4
-0.1 0.1 0.3
0.1 0.0 0.1
0.1 -0.2 -0.2
0.1 -0.4 0.5
0.0 0.4 0.5
0.4 0.0 -0.3
-0.1 0.0 0.1
-1.1 0.4 -0.1
-0.3 -0.3 -0.1
-0.1 -0.1 -0.2
-0.2 -0.2 -0.1
-0.2 -0.1 -0.5
-0.1 -0.6 0.1
0.1 0.1 0.0



Entry 4:
The following is a DFT calculation (ωB97M-V/def2-TZVPD) of C18H29N3O4S in the gas phase.

The energy relative to the best compared isomer or geometry (same formula, charge and spin) is 0.0 kJ/mol. Its total charge is 0. The highest occupied orbital energy comes out at -9.403 eV. For the total energy, the calculation gives -1566.76650 a.u. As for the lowest unoccupied orbital energy: 0.6 eV. As for the SMILES: CCCNC(=O)CC[C@@H](NS(=O)(=O)c1ccc(C)cc1)C(=O)NCCC.

CARTESIAN COORDINATES (ANGSTROEM)
S  0.65245  2.89823  0.25270
O  1.71635  -1.95606  -1.07569
O  -0.25016  2.52991  1.31332
O  1.01781  4.27341  0.10634
O  -2.54851  0.21333  -2.11572
N  -2.50174  1.48904  -0.24596
N  -0.47157  -2.18823  -0.58010
N  -0.11180  2.45283  -1.15462
C  -0.90599  -1.10121  2.27332
C  -3.93048  1.56332  -0.03730
C  -1.94070  0.86218  -1.28505
C  0.17361  -2.07576  1.82107
C  2.22317  0.92210  1.33952
C  3.27438  0.02352  1.30186
C  5.24647  -1.00787  0.15818
C  -4.38370  0.71033  1.15037
C  4.04593  0.99937  -0.74717
C  -0.40561  1.03768  -1.29745
C  -0.25805  -2.94462  0.63660
C  2.09060  1.84603  0.32342
C  3.00374  1.90738  -0.71156
C  0.27769  0.44086  -2.52796
C  -4.34880  -0.77683  0.82259
C  0.10205  -1.07678  -2.63672
C  0.54805  -1.77598  -1.36219
C  4.17952  0.03336  0.24579
H  0.23245  2.91325  -1.97993
H  -0.94025  -1.30317  -2.85488
H  0.72700  -1.43900  -3.45451
H  1.07015  -1.53116  1.52515
H  -5.04035  -1.00283  0.01434
H  3.38503  -0.70839  2.08813
H  -0.56771  -0.53670  3.13887
H  -1.17975  -3.48103  0.87081
H  -0.13776  0.90886  -3.42301
H  -3.35168  -1.07053  0.50660
H  0.43561  -2.73939  2.64759
H  5.60345  -1.28908  1.14584
H  -5.40051  1.00002  1.42051
H  -0.01747  0.54426  -0.39592
H  0.53645  -3.66879  0.43157
H  1.49507  0.91923  2.13539
H  -3.73410  0.92041  2.00262
H  6.08449  -0.66650  -0.44375
H  -4.20141  2.60960  0.13087
H  -1.89675  1.97729  0.40768
H  1.34474  0.67120  -2.46731
H  2.88936  2.66344  -1.47388
H  -1.81247  -1.63613  2.54973
H  -4.62642  -1.36846  1.69194
H  -1.41295  -1.93956  -0.83798
H  -4.40888  1.21042  -0.95449
H  4.75368  1.02714  -1.56235
H  4.82240  -1.89425  -0.31407
H  -1.14609  -0.38972  1.48687

Forces on the atoms, in the same order (eV/Å):
-0.2 0.3 -0.5
0.4 0.0 0.1
0.3 -0.3 0.1
0.2 -0.1 -0.2
-0.2 -0.3 -0.4
-0.2 0.1 0.3
-0.4 -0.1 0.3
0.5 0.3 0.7
0.3 -0.2 0.0
-0.2 -0.1 0.2
0.5 0.1 0.4
-0.2 -0.1 -0.1
-0.1 0.0 0.1
0.1 0.1 -0.1
0.0 -0.1 0.0
0.0 -0.1 -0.3
-0.1 0.1 0.0
-0.2 -0.4 -0.2
0.4 0.1 0.2
-0.6 0.3 0.1
0.2 0.0 -0.1
-0.2 -0.1 0.2
-0.1 0.2 0.1
0.1 0.1 0.0
-0.4 0.1 -0.5
-0.1 0.1 0.1
0.2 0.2 -0.1
0.1 0.0 0.0
0.0 -0.1 0.1
0.1 -0.1 0.0
-0.1 -0.1 -0.1
0.0 -0.1 0.1
0.0 0.1 0.1
0.0 0.0 0.0
0.0 0.0 0.0
0.1 -0.1 0.0
0.1 0.0 0.0
0.1 0.0 0.0
0.0 0.1 0.1
-0.1 -0.1 -0.1
-0.2 0.0 0.0
-0.1 -0.1 0.1
0.0 0.1 0.1
0.1 0.0 0.0
0.0 -0.1 -0.1
-0.1 0.0 -0.2
-0.1 0.0 0.0
0.1 0.0 -0.2
-0.2 0.0 0.0
0.0 -0.1 0.0
0.0 0.0 -0.2
0.0 0.1 0.1
0.1 0.0 -0.1
0.0 -0.1 0.0
-0.1 0.1 -0.1